(1)
{
  "formula": "C10H16O",
  "method": "wB97M-V/def2-TZVPD",
  "relative_energy_kcal_mol": 86.7,
  "total_energy_ev": -12673.965,
  "e_lumo_ha": 0.0328,
  "orbital_gap_ev": 9.10,
  "total_charge": 0,
  "symbols": ["C", "C", "C", "C", "C", "C", "C", "C", "C", "C", "O", "H", "H", "H", "H", "H", "H", "H", "H", "H", "H", "H", "H", "H", "H", "H", "H"],
  "positions_angstrom": [[0.9313, 0.2746, -2.4526], [-0.3001, 0.3128, 0.9289], [-1.2388, 1.1775, 0.6174], [0.2044, -0.7448, -0.0060], [1.4955, -0.7759, -0.4092], [-1.4614, 2.3049, 1.5767], [-1.9490, 1.1451, -0.6945], [-0.7736, -1.8190, -0.2995], [2.0079, -2.0036, -1.0313], [2.3955, 0.3197, 0.0308], [0.6350, 1.3460, -2.1164], [0.3937, 0.5629, 1.7319], [-2.6098, 2.4687, 1.7741], [-0.8703, 1.9763, 2.4356], [-1.1256, 3.2634, 0.9801], [-1.7941, 2.1494, -1.2831], [-1.6565, 0.2194, -1.3246], [-3.0725, 1.1394, -0.7360], [-0.4590, -2.8328, -0.1313], [-1.1191, -1.6905, -1.4082], [-1.7268, -1.7924, 0.3407], [2.0488, -2.8541, -0.3203], [3.0364, -1.7566, -1.5006], [1.4443, -2.3346, -1.8450], [3.4147, 0.4112, -0.6627], [2.7794, 0.0814, 1.0371], [1.8671, 1.2417, 0.0428]],
  "atomic_forces_ev_per_a": [[-1.07, 3.47, 0.34], [2.09, -0.60, -1.27], [-1.23, 0.56, -0.18], [0.15, 0.09, 1.54], [-1.62, -0.34, 1.40], [-1.73, 1.36, -1.73], [-0.98, 0.32, -2.51], [-2.61, -0.04, -1.24], [3.13, 0.06, -0.13], [3.48, -0.71, -1.20], [0.97, -2.74, -1.39], [-0.40, -0.25, 0.32], [2.25, -0.38, 0.01], [-0.36, 1.18, 0.28], [-0.34, -1.50, 1.71], [0.35, -1.92, 0.92], [-0.31, 2.01, 0.90], [0.79, -0.22, 0.94], [0.72, -0.49, -0.32], [0.50, -0.68, 1.70], [1.35, 0.55, -0.95], [0.37, 0.49, -0.27], [-1.33, -0.79, 0.97], [-1.22, -0.45, -1.30], [-2.75, -0.15, 1.60], [-0.07, 0.26, -0.19], [-0.11, 0.89, 0.06]],
  "nbo_charge": [0.506, -0.247, 0.035, -0.017, -0.014, -0.633, -0.665, -0.657, -0.645, -0.645, -0.540, 0.201, 0.216, 0.224, 0.218, 0.229, 0.222, 0.224, 0.223, 0.214, 0.228, 0.220, 0.212, 0.227, 0.209, 0.223, 0.231]
}

***

(2)
{
  "formula": "C45H50CaN4O6S3",
  "method": "wB97M-V/def2-TZVPD",
  "relative_energy_kcal_mol": 71.3,
  "total_energy_ev": -116668.491,
  "e_lumo_ha": 0.0153,
  "orbital_gap_ev": 7.40,
  "total_charge": 0,
  "symbols": ["Ca", "O", "S", "O", "N", "C", "C", "C", "C", "C", "C", "C", "C", "N", "C", "C", "C", "C", "C", "C", "C", "H", "H", "H", "H", "H", "H", "H", "H", "H", "H", "H", "C", "O", "C", "C", "C", "C", "C", "C", "O", "C", "O", "C", "H", "H", "H", "H", "H", "H", "H", "H", "H", "O", "S", "C", "C", "C", "C", "C", "C", "C", "C", "C", "C", "C", "C", "H", "H", "H", "H", "H", "H", "H", "H", "H", "H", "C", "C", "C", "C", "N", "C", "S", "N", "C", "C", "C", "C", "H", "H", "H", "H", "H", "H", "H", "H", "H", "H", "H", "H", "H", "H", "H", "H", "H", "H", "H", "H"],
  "positions_angstrom": [[-0.5468, -0.4698, 0.8454], [-0.5805, 0.4013, -1.1107], [-0.8020, -2.3217, -1.6230], [0.3251, -2.3108, -2.6082], [-0.1728, -2.3372, -0.1191], [0.8241, -3.1529, 0.3283], [1.0867, -4.4635, -0.0572], [2.0139, -5.2548, 0.6312], [2.7301, -4.7700, 1.6942], [2.5922, -3.4150, 2.0528], [3.3444, -2.8019, 3.0792], [3.2108, -1.4611, 3.3140], [2.3265, -0.7179, 2.5146], [1.5834, -1.2528, 1.5738], [1.6797, -2.5872, 1.3451], [-1.5401, -3.9850, -1.7809], [-2.4124, -4.3839, -0.7764], [-3.0516, -5.6096, -0.8707], [-2.8256, -6.4244, -1.9736], [-1.9728, -6.0080, -2.9860], [-1.3285, -4.7814, -2.8917], [0.5228, -4.8966, -0.8683], [2.1465, -6.2847, 0.3216], [3.4023, -5.4077, 2.2552], [4.0268, -3.4052, 3.6670], [3.7715, -0.9672, 4.0961], [2.2188, 0.3520, 2.6618], [-2.5594, -3.7342, 0.0795], [-3.7239, -5.9341, -0.0864], [-3.3148, -7.3879, -2.0432], [-1.8089, -6.6448, -3.8463], [-0.6454, -4.4437, -3.6624], [0.3030, -2.7112, 7.2268], [0.0045, -1.3352, 7.3832], [-0.2361, -0.6237, 6.2590], [-0.2246, 0.7855, 6.4222], [-0.3317, 1.5805, 5.3250], [-0.4585, 1.0493, 4.0142], [-0.2770, 1.8765, 2.8657], [-0.2429, 3.3864, 3.0313], [-0.1097, 1.4365, 1.7083], [-0.6618, -0.3784, 3.8666], [-0.9836, -0.9203, 2.7695], [-0.4820, -1.1809, 5.0350], [0.7876, -3.0232, 8.1490], [0.9808, -2.8724, 6.3852], [-0.6008, -3.3063, 7.0742], [-0.0964, 1.1847, 7.4192], [-0.2883, 2.6530, 5.4621], [0.5594, 3.6851, 3.7056], [-1.1906, 3.7389, 3.4425], [-0.0756, 3.8378, 2.0557], [-0.5647, -2.2503, 4.8890], [-2.7079, 0.0640, 0.6187], [-2.7218, 1.5419, 0.7344], [-4.4615, 1.9286, 1.0936], [-5.3741, 0.8892, 1.0810], [-6.7165, 1.1599, 1.3010], [-7.1317, 2.4620, 1.5389], [-6.2019, 3.4927, 1.5817], [-4.8594, 3.2290, 1.3630], [-2.9169, 2.2158, -0.9373], [-3.4245, 1.4132, -1.9428], [-3.6214, 1.9553, -3.2015], [-3.3103, 3.2873, -3.4475], [-2.7985, 4.0812, -2.4321], [-2.5933, 3.5419, -1.1703], [-5.0152, -0.1160, 0.8987], [-7.4345, 0.3502, 1.2936], [-8.1805, 2.6788, 1.6949], [-6.5243, 4.5043, 1.7921], [-4.1281, 4.0290, 1.3901], [-3.6418, 0.3724, -1.7354], [-4.0269, 1.3396, -3.9939], [-3.4561, 3.7086, -4.4339], [-2.5472, 5.1172, -2.6212], [-2.1822, 4.1502, -0.3712], [1.6593, 3.2050, -4.6689], [1.4899, 4.3273, -3.6428], [2.6365, 4.4620, -2.6314], [2.7157, 3.4802, -1.4507], [2.8191, 2.0621, -1.7670], [1.7825, 1.1976, -1.7322], [0.2121, 1.7029, -1.2633], [1.9558, -0.0809, -2.0183], [3.2114, -0.6990, -2.3854], [3.6370, -0.4292, -3.8362], [5.1343, -0.6859, -4.0293], [5.9925, 0.4776, -3.5327], [0.9353, 3.3186, -5.4767], [1.4984, 2.2248, -4.2281], [2.6592, 3.2367, -5.1101], [0.5395, 4.2031, -3.1217], [1.4377, 5.2725, -4.1900], [2.5652, 5.4534, -2.1743], [3.5857, 4.4390, -3.1782], [1.8578, 3.6052, -0.7887], [3.6090, 3.7454, -0.8808], [3.6628, 1.7636, -2.2303], [1.1227, -0.6794, -2.0511], [3.0793, -1.7709, -2.2482], [3.9933, -0.3668, -1.6947], [3.4042, 0.6026, -4.1179], [3.0497, -1.0742, -4.4914], [5.3467, -0.8557, -5.0860], [5.4068, -1.6000, -3.4940], [5.8389, 1.3621, -4.1542], [7.0511, 0.2194, -3.5684], [5.7559, 0.7339, -2.4967]],
  "atomic_forces_ev_per_a": [[0.16, -0.13, -0.75], [-0.07, 0.40, -1.38], [0.24, -1.09, 0.53], [0.00, 0.02, -0.44], [-0.25, -1.28, -1.48], [0.50, -0.78, -0.04], [-0.24, 0.41, 0.03], [0.23, -0.05, 0.21], [-0.02, -0.25, -0.09], [-0.15, 0.37, -0.09], [-0.04, 0.12, -0.01], [0.10, -0.13, 0.08], [-0.09, 0.00, -0.13], [0.72, -0.11, 0.37], [0.13, -0.49, -0.09], [-0.05, 0.26, 0.05], [0.01, 0.01, -0.01], [0.01, 0.02, 0.01], [-0.01, -0.05, -0.04], [-0.04, -0.06, 0.07], [0.15, 0.11, -0.12], [0.01, -0.04, 0.00], [-0.01, 0.00, 0.01], [0.05, 0.03, -0.04], [0.01, 0.00, -0.01], [0.00, 0.01, -0.01], [0.00, -0.01, 0.02], [-0.03, -0.06, 0.02], [0.02, 0.00, 0.01], [-0.02, 0.02, -0.01], [0.03, 0.02, -0.01], [-0.01, 0.02, 0.03], [0.00, -0.12, 0.03], [0.08, 0.04, 0.03], [-0.08, 0.12, -0.18], [0.01, 0.02, 0.23], [0.03, -0.04, -0.03], [-0.09, -0.30, -0.09], [0.12, 0.34, 0.06], [0.00, -0.16, -0.07], [0.52, 1.41, 1.18], [0.01, 0.16, 0.40], [-0.52, -0.44, 2.63], [-0.01, -0.24, -0.13], [-0.04, -0.01, 0.00], [0.01, 0.02, 0.04], [-0.02, 0.05, -0.03], [0.01, 0.04, -0.04], [0.04, 0.00, -0.02], [-0.03, 0.07, 0.01], [0.04, 0.05, 0.05], [-0.01, -0.02, -0.01], [0.00, 0.04, 0.02], [-0.80, -0.33, -0.05], [-1.86, 1.31, -0.58], [0.04, -0.12, 0.31], [0.16, -0.10, -0.01], [-0.03, 0.06, 0.02], [-0.03, -0.02, 0.00], [0.02, 0.05, 0.01], [0.11, -0.01, 0.02], [0.18, 0.04, -0.01], [0.01, -0.14, 0.03], [-0.04, -0.01, -0.02], [0.05, 0.07, 0.02], [0.01, 0.01, -0.03], [0.03, -0.02, 0.18], [-0.04, 0.00, 0.01], [-0.01, 0.01, -0.03], [0.01, -0.02, 0.04], [0.01, 0.00, -0.02], [-0.04, 0.02, 0.01], [0.03, 0.00, -0.01], [0.05, -0.02, 0.00], [-0.03, -0.03, 0.00], [0.00, -0.01, -0.01], [0.03, -0.01, -0.03], [-0.03, 0.16, 0.11], [0.19, -0.14, -0.03], [-0.13, -0.16, -0.02], [-0.03, 0.14, -0.16], [-0.14, 0.06, -0.22], [0.26, -0.21, -0.01], [0.67, 1.25, -0.56], [-0.16, 0.08, 0.02], [0.13, 0.14, -0.17], [0.10, -0.13, 0.04], [-0.11, 0.15, 0.05], [-0.02, -0.19, -0.04], [0.01, -0.03, 0.00], [0.02, -0.13, 0.03], [-0.01, -0.04, -0.01], [-0.09, 0.03, 0.07], [-0.06, 0.02, 0.07], [0.11, 0.00, 0.02], [0.03, 0.01, 0.02], [-0.01, -0.01, 0.01], [-0.07, -0.02, 0.12], [-0.03, -0.09, 0.00], [0.08, -0.04, -0.10], [0.01, 0.00, 0.10], [-0.04, -0.03, 0.06], [-0.03, 0.01, -0.02], [-0.05, 0.05, 0.00], [0.01, -0.06, 0.01], [0.03, -0.03, -0.07], [-0.01, 0.03, 0.03], [0.02, 0.08, 0.02], [0.04, 0.03, 0.01]],
  "lowdin_charge": [1.280, -0.811, 0.908, -0.497, -0.384, -0.279, -0.011, -0.081, -0.064, -0.161, -0.015, -0.050, -0.125, 0.037, -0.150, -0.368, -0.089, -0.082, -0.095, -0.085, -0.090, 0.095, 0.104, 0.104, 0.114, 0.103, 0.112, 0.110, 0.102, 0.098, 0.101, 0.104, -0.077, -0.071, -0.288, -0.021, -0.037, -0.106, -0.410, -0.006, -0.232, -0.351, -0.201, 0.052, 0.090, 0.089, 0.096, 0.111, 0.105, 0.083, 0.090, 0.077, 0.117, -0.575, 1.045, -0.336, -0.063, -0.068, -0.083, -0.078, -0.081, -0.393, -0.057, -0.056, -0.077, -0.083, -0.116, 0.111, 0.107, 0.103, 0.105, 0.108, 0.123, 0.109, 0.103, 0.105, 0.111, -0.104, -0.255, -0.190, -0.193, 0.041, -0.554, 0.957, 0.046, -0.168, -0.186, -0.256, -0.112, 0.072, 0.046, 0.072, 0.085, 0.102, 0.109, 0.108, 0.092, 0.119, 0.114, 0.071, 0.129, 0.118, 0.094, 0.118, 0.105, 0.110, 0.073, 0.071, 0.059]
}

***

(3)
{
  "formula": "C37H43KNP2Si",
  "method": "wB97M-V/def2-TZVPD",
  "relative_energy_kcal_mol": 6.3,
  "total_energy_ev": -83337.178,
  "e_lumo_ha": 0.0798,
  "orbital_gap_ev": 5.74,
  "total_charge": -1,
  "symbols": ["K", "C", "P", "C", "C", "C", "C", "C", "C", "C", "P", "C", "C", "H", "H", "H", "H", "H", "H", "H", "H", "H", "H", "H", "H", "H", "H", "H", "H", "C", "N", "C", "C", "C", "C", "C", "C", "C", "C", "H", "H", "H", "H", "H", "H", "H", "H", "H", "H", "H", "H", "C", "C", "C", "C", "C", "C", "Si", "C", "C", "C", "C", "C", "C", "C", "C", "C", "C", "C", "C", "H", "H", "H", "H", "H", "H", "H", "H", "H", "H", "H", "H", "H", "H", "H"],
  "positions_angstrom": [[-0.5864, 0.4637, -0.6161], [-4.2939, 0.1249, 2.5553], [-2.5457, 0.5611, 2.1228], [-1.7026, -0.6865, 3.2047], [-2.3104, 2.1116, 3.0742], [-3.3332, 2.8362, 3.6789], [-3.0767, 4.0683, 4.2616], [-1.7941, 4.5977, 4.2466], [-0.7658, 3.8904, 3.6447], [-1.0079, 2.6568, 3.0498], [0.2613, 1.6987, 2.1370], [1.5343, 1.4569, 3.4554], [1.1164, 3.0173, 1.1728], [-4.4682, 0.1509, 3.6328], [-4.4651, -0.8893, 2.1929], [-4.9980, 0.7861, 2.0491], [-1.2476, -0.1977, 4.0657], [-0.9356, -1.2038, 2.6278], [-2.4261, -1.4229, 3.5541], [-4.3437, 2.4466, 3.6967], [-3.8825, 4.6250, 4.7241], [-1.6010, 5.5670, 4.6890], [0.2323, 4.3128, 3.6255], [1.7401, 2.3929, 3.9756], [2.4454, 1.0981, 2.9741], [1.2024, 0.7055, 4.1722], [1.6254, 3.7393, 1.8131], [0.3916, 3.5340, 0.5444], [1.8447, 2.5404, 0.5149], [-1.7964, 3.9185, -3.6769], [-0.8720, 4.9557, -3.2525], [-0.2889, 5.6240, -4.3977], [0.1263, 4.4570, -2.2866], [1.0385, 3.3444, -2.7679], [2.1836, 3.7025, -3.4843], [3.0271, 2.7295, -4.0014], [2.7098, 1.3934, -3.8028], [1.5697, 1.0551, -3.0783], [0.6917, 2.0007, -2.5098], [-2.5752, 4.3718, -4.2973], [-2.2627, 3.4695, -2.7987], [-1.3124, 3.1138, -4.2472], [-1.0921, 6.0681, -4.9922], [0.2895, 4.9545, -5.0520], [0.3686, 6.4272, -4.0565], [-0.4498, 4.1004, -1.4283], [0.7111, 5.3288, -1.9668], [2.4293, 4.7518, -3.6367], [3.9189, 3.0116, -4.5510], [3.3537, 0.6196, -4.2117], [1.3692, -0.0121, -2.9521], [2.9568, -3.4027, -3.9322], [3.5242, -3.1474, -2.6921], [2.7169, -2.9718, -1.5766], [1.3233, -3.0446, -1.6594], [0.7777, -3.2951, -2.9239], [1.5740, -3.4762, -4.0443], [0.1882, -2.5837, -0.1900], [1.2785, -3.1492, 1.3124], [1.6044, -4.4831, 1.5757], [2.3937, -4.8450, 2.6586], [2.8796, -3.8720, 3.5239], [2.5728, -2.5402, 3.2891], [1.7876, -2.1956, 2.1952], [-1.1186, -4.0117, -0.2374], [-2.3817, -3.7769, 0.3116], [-3.3860, -4.7356, 0.2959], [-3.1506, -5.9727, -0.2872], [-1.9046, -6.2353, -0.8402], [-0.9082, -5.2677, -0.8144], [3.5850, -3.5421, -4.8041], [4.6027, -3.0826, -2.5977], [3.1771, -2.7685, -0.6142], [-0.3026, -3.3417, -3.0304], [1.1208, -3.6687, -5.0103], [1.2274, -5.2609, 0.9198], [2.6346, -5.8884, 2.8305], [3.4974, -4.1496, 4.3702], [2.9454, -1.7742, 3.9613], [1.5652, -1.1467, 2.0134], [-2.5794, -2.8051, 0.7582], [-4.3560, -4.5153, 0.7286], [-3.9331, -6.7217, -0.3208], [-1.7108, -7.2019, -1.2930], [0.0513, -5.4940, -1.2676]],
  "atomic_forces_ev_per_a": [[-0.24, 0.05, -0.41], [0.15, 0.18, -0.05], [-0.62, -0.40, 0.14], [0.08, 0.08, -0.14], [0.43, 0.25, -0.17], [-0.06, -0.09, 0.05], [0.05, 0.08, 0.03], [-0.07, 0.04, 0.03], [0.02, -0.11, -0.01], [-0.38, -0.05, 0.02], [0.71, 0.39, 0.37], [-0.20, -0.08, -0.15], [-0.14, -0.12, 0.09], [-0.05, -0.02, -0.01], [-0.01, 0.00, -0.01], [-0.01, 0.00, 0.03], [0.02, -0.07, 0.05], [0.07, -0.01, 0.03], [-0.01, 0.01, 0.02], [0.03, 0.00, -0.01], [-0.01, -0.02, -0.01], [0.01, -0.01, 0.02], [0.00, 0.00, -0.02], [0.05, 0.00, 0.02], [0.03, -0.01, 0.05], [0.01, -0.01, 0.00], [-0.01, 0.03, 0.01], [0.06, 0.01, -0.06], [0.00, 0.06, -0.05], [0.03, 0.08, 0.00], [0.00, -0.03, 0.03], [-0.05, -0.03, 0.06], [-0.07, 0.11, -0.10], [0.02, -0.02, -0.03], [-0.01, 0.03, 0.03], [0.05, 0.00, -0.03], [0.04, -0.05, -0.08], [-0.02, 0.10, 0.08], [-0.09, 0.12, -0.02], [0.00, -0.01, 0.01], [0.00, -0.04, -0.02], [-0.01, -0.02, 0.02], [0.02, 0.01, -0.01], [0.03, 0.00, 0.00], [0.03, -0.01, -0.03], [0.06, -0.05, 0.02], [-0.02, 0.00, -0.02], [0.00, 0.01, 0.02], [0.00, -0.01, 0.00], [-0.02, -0.02, 0.03], [0.05, 0.00, 0.02], [0.02, -0.03, -0.02], [0.06, 0.00, -0.04], [-0.02, -0.03, 0.03], [0.04, -0.01, 0.00], [-0.02, 0.02, -0.01], [0.03, -0.01, -0.02], [-0.07, -0.27, 0.29], [-0.04, -0.01, -0.11], [0.00, -0.05, 0.05], [0.00, -0.01, 0.00], [0.03, 0.01, 0.01], [0.05, -0.04, 0.06], [0.01, 0.10, -0.02], [0.14, 0.07, -0.09], [0.01, -0.01, 0.05], [-0.04, -0.01, 0.03], [-0.02, 0.00, 0.00], [0.01, -0.06, 0.00], [-0.08, -0.06, 0.00], [0.00, 0.02, 0.00], [-0.01, 0.01, 0.02], [0.03, -0.02, -0.02], [0.00, -0.01, -0.03], [-0.02, 0.01, 0.01], [0.01, 0.01, 0.00], [-0.01, 0.00, 0.00], [-0.02, -0.01, 0.00], [0.00, 0.02, -0.03], [-0.04, -0.02, 0.01], [-0.02, 0.00, -0.02], [0.00, 0.00, 0.00], [0.01, 0.00, 0.02], [0.01, 0.02, -0.02], [0.01, 0.03, -0.01]],
  "lowdin_charge": [0.405, -0.313, 0.851, -0.281, -0.401, -0.097, -0.090, -0.091, -0.095, -0.394, 0.847, -0.272, -0.269, 0.038, 0.026, 0.032, 0.035, -0.003, 0.037, 0.087, 0.099, 0.099, 0.097, 0.031, 0.039, 0.031, 0.037, 0.027, 0.046, -0.122, -0.265, -0.134, -0.207, -0.312, -0.103, -0.135, -0.133, -0.190, -0.188, 0.072, 0.074, 0.081, 0.072, 0.079, 0.077, 0.082, 0.109, 0.091, 0.082, 0.084, 0.058, -0.121, -0.108, -0.110, -0.337, -0.136, -0.108, 0.679, -0.312, -0.097, -0.104, -0.119, -0.110, -0.143, -0.312, -0.132, -0.113, -0.122, -0.106, -0.123, 0.088, 0.092, 0.093, 0.097, 0.092, 0.090, 0.092, 0.089, 0.088, 0.052, 0.067, 0.089, 0.088, 0.092, 0.095]
}

***

(4)
{
  "formula": "C2H3FS3",
  "method": "wB97M-V/def2-TZVPD",
  "relative_energy_kcal_mol": 37.8,
  "total_energy_ev": -37343.269,
  "e_lumo_ha": -0.0339,
  "orbital_gap_ev": 7.99,
  "total_charge": 0,
  "symbols": ["C", "C", "F", "S", "S", "S", "H", "H", "H"],
  "positions_angstrom": [[-0.8280, 0.1415, -0.6759], [-0.3837, 0.9289, 0.3522], [0.8211, 1.5463, 0.4270], [0.1938, -0.5236, -1.9011], [1.5307, -1.8063, -0.3816], [1.1385, -0.9879, 1.3352], [-1.7470, -0.2171, -0.3473], [-0.7825, 1.2726, 1.2589], [2.3814, -0.8909, -0.6744]],
  "atomic_forces_ev_per_a": [[2.21, 1.30, 0.81], [2.43, -0.30, -0.93], [0.10, 0.49, -1.49], [-1.05, 0.39, 0.75], [-1.08, -0.12, 0.52], [-0.38, -1.14, 0.91], [-1.81, -1.14, -0.40], [-2.04, -0.22, 0.78], [1.63, 0.74, -0.95]],
  "nbo_charge": [-0.510, 0.300, -0.350, 0.035, 0.282, -0.303, 0.224, 0.195, 0.126]
}